Entry 1:
Here is a cluster of 2 separate species, HN2O4S in total at a distorted geometry from OMol25. Energies are from the ωB97M-V functional and the def2-TZVPD basis.

Element x y z (Å)
1 N 2.750 -0.635 0.078
2 N 1.488 -0.520 0.043
3 O -3.056 1.096 1.077
4 O 0.914 0.634 0.193
5 O 0.660 -1.451 -0.128
6 O -2.984 0.553 -1.273
7 S -2.988 0.038 0.065
8 H 3.216 0.285 -0.056

net charge: -1
ΔE to the lowest compared entry with this formula, charge and spin: 51.9 kcal/mol
2S+1: 1
Kohn-Sham gap: 5.84 eV
LUMO energy: 2.0 eV
E_HOMO: -0.1419 Ha

Entry 2:
Here is a cluster of 2 separate species, C3H8OSi in total at a distorted geometry from OMol25. Energies are from the ωB97M-V functional and the def2-TZVPD basis.

Element x y z (Å)
1 C 0.756 -0.835 -0.180
2 C 1.656 -0.930 0.999
3 C -1.152 0.097 0.190
4 O 0.858 -1.407 -1.226
5 Si -1.187 1.610 -1.000
6 H 1.151 -1.787 1.522
7 H 2.528 -1.383 0.571
8 H 1.577 0.057 1.543
9 H -1.680 -0.799 -0.087
10 H -0.944 0.142 1.281
11 H -0.563 0.817 -2.058
12 H -0.386 2.617 -0.261
13 H -2.616 1.802 -1.294

ΔE to the lowest compared entry with this formula, charge and spin: 80.0 kcal/mol
2S+1: 1
Kohn-Sham gap: 9.00 eV
LUMO energy: 0.8 eV
E_HOMO: -0.3029 Ha

Entry 3:
Here is an isolated molecule of C3H5N3S2 at a distorted geometry from OMol25. Energies are from the ωB97M-V functional and the def2-TZVPD basis.

Element x y z (Å)
1 N -4.586 -0.684 -0.016
2 N -3.816 0.533 0.136
3 C -2.645 0.832 -0.104
4 C -1.381 0.031 -0.157
5 N -0.179 0.486 -0.026
6 S 1.083 -0.676 -0.087
7 C 2.496 0.485 -0.139
8 S 3.950 0.019 0.134
9 H -3.783 -1.668 -0.015
10 H -5.454 -0.558 0.866
11 H -2.610 1.898 -0.006
12 H -1.579 -1.166 0.100
13 H 2.151 1.580 0.044

SMILES: N/N=C\C=N\SC=S
ΔE to the lowest compared entry with this formula, charge and spin: 130.3 kcal/mol
2S+1: 1
Kohn-Sham gap: 8.29 eV
LUMO energy: -0.5 eV
E_HOMO: -0.3236 Ha

Entry 4:
Here is an isolated molecule of CCl3F3Si at a distorted geometry from OMol25. Energies are from the ωB97M-V functional and the def2-TZVPD basis.

Element x y z (Å)
1 F -1.223 0.597 -1.616
2 Si 0.196 0.374 -0.971
3 F 0.930 -0.765 -1.852
4 F 1.080 1.669 -0.926
5 C -0.162 -0.393 0.803
6 Cl 0.138 1.096 2.170
7 Cl -1.860 -0.930 1.085
8 Cl 0.900 -1.648 1.307

SMILES: F[Si](F)(F)C(Cl)(Cl)Cl
ΔE to the lowest compared entry with this formula, charge and spin: 12.5 kcal/mol
2S+1: 1
Kohn-Sham gap: 10.72 eV
LUMO energy: -0.6 eV
E_HOMO: -0.4153 Ha

Entry 5:
Here is a cluster of 2 separate species, CH4IN2 in total at a distorted geometry from OMol25. Energies are from the ωB97M-V functional and the def2-TZVPD basis.

Element x y z (Å)
1 C -0.189 -0.237 -0.241
2 N -0.633 -1.131 0.525
3 N 1.692 1.933 -0.175
4 I 3.598 1.761 -0.158
5 H -0.638 -0.175 -1.183
6 H -1.103 -2.114 0.325
7 H -0.488 -0.805 1.495
8 H 1.357 2.395 -0.982

net charge: +1
ΔE to the lowest compared entry with this formula, charge and spin: 147.8 kcal/mol
2S+1: 1
Kohn-Sham gap (alpha / beta): 5.80 / 7.60 eV
LUMO energy (alpha / beta): -7.2 / -5.5 eV
E_HOMO (alpha / beta): -0.4774 / -0.4832 Ha

Entry 6:
Here is a structure of composition C23H44N3O2P2Pb at a distorted geometry from OMol25. Energies are from the ωB97M-V functional and the def2-TZVPD basis.

Element x y z (Å)
1 Pb -0.910 0.005 -0.075
2 P 0.188 -2.235 -1.258
3 P 0.355 2.353 0.770
4 N 1.408 0.624 -1.698
5 C 1.732 -1.840 -2.166
6 H 2.483 -2.606 -1.896
7 H 1.529 -1.933 -3.249
8 C 2.362 -0.461 -1.890
9 H 2.974 -0.516 -0.976
10 H 3.054 -0.212 -2.717
11 C 2.019 1.963 -1.532
12 H 1.493 2.667 -2.196
13 H 3.074 1.923 -1.847
14 C 1.987 2.473 -0.087
15 H 2.295 3.531 -0.069
16 H 2.708 1.897 0.518
17 C 0.524 2.952 2.512
18 C 0.812 1.777 3.461
19 H 1.804 1.341 3.299
20 H 0.065 0.976 3.360
21 H 0.765 2.130 4.500
22 C -0.669 3.591 -0.165
23 C -2.158 3.419 0.197
24 H -2.761 3.554 -0.711
25 H -2.479 4.173 0.929
26 H -2.404 2.425 0.608
27 C -1.118 -2.570 -2.527
28 C -2.390 -3.131 -1.883
29 H -3.203 -3.055 -2.618
30 H -2.707 -2.582 -0.984
31 H -2.281 -4.197 -1.625
32 C 0.436 -3.736 -0.210
33 C -0.706 -3.904 0.801
34 H -0.318 -4.416 1.693
35 H -1.525 -4.511 0.389
36 H -1.132 -2.950 1.147
37 C -2.798 -0.754 1.795
38 C -0.179 5.040 -0.004
39 H 0.656 5.149 0.703
40 H 0.162 5.428 -0.974
41 H -0.998 5.693 0.329
42 C -0.660 -3.442 -3.700
43 H -1.468 -4.130 -3.985
44 H -0.435 -2.809 -4.571
45 H 0.232 -4.044 -3.480
46 C 0.705 -5.026 -0.979
47 H 0.909 -5.814 -0.243
48 H -0.156 -5.352 -1.577
49 H 1.584 -4.956 -1.629
50 C -0.671 3.756 3.033
51 H -1.614 3.202 2.955
52 H -0.511 3.959 4.098
53 H -0.785 4.722 2.530
54 H 1.412 3.600 2.474
55 H 1.350 -3.479 0.350
56 H -0.530 3.295 -1.219
57 H -1.327 -1.562 -2.913
58 O -3.526 -0.912 2.656
59 H 0.693 0.645 -2.432
60 H -1.225 0.662 -1.835
61 N 3.402 -3.110 6.016
62 C 4.012 -2.451 4.987
63 O 5.228 -2.289 4.952
64 C 3.120 -1.969 3.891
65 C 1.731 -2.169 3.838
66 C 1.027 -1.677 2.736
67 N 1.605 -1.052 1.692
68 C 2.939 -0.847 1.750
69 C 3.721 -1.298 2.816
70 H 3.976 -3.401 6.791
71 H 2.400 -3.154 6.121
72 H 1.150 -2.705 4.588
73 H -0.058 -1.802 2.705
74 H 3.415 -0.308 0.931
75 H 4.796 -1.123 2.773

net charge: +3
2S+1: 1
Kohn-Sham gap: 4.06 eV
LUMO energy: -12.5 eV
E_HOMO: -0.6097 Ha

Entry 7:
Here is the ion C3H7N2S2 with charge +1 at a distorted geometry from OMol25. Energies are from the ωB97M-V functional and the def2-TZVPD basis.

Element x y z (Å)
1 C 0.969 -0.884 0.012
2 C 2.303 -1.518 0.221
3 C -0.856 1.264 0.535
4 N -0.263 -1.046 0.032
5 N -1.920 1.339 -0.484
6 S 2.047 -0.032 -0.847
7 S 0.687 1.757 0.216
8 H 2.973 -1.538 1.065
9 H 2.494 -2.345 -0.537
10 H -1.159 0.720 1.417
11 H -0.757 -1.824 0.550
12 H -1.706 2.190 -0.941
13 H -2.875 1.402 -0.198
14 H -1.937 0.515 -1.041

net charge: +1
ΔE to the lowest compared entry with this formula, charge and spin: 90.7 kcal/mol
2S+1: 3
Kohn-Sham gap (alpha / beta): 7.38 / 6.30 eV
LUMO energy (alpha / beta): -3.3 / -6.9 eV
E_HOMO (alpha / beta): -0.3927 / -0.4850 Ha

Entry 8:
Here is an isolated molecule of C5H8FNS at a distorted geometry from OMol25. Energies are from the ωB97M-V functional and the def2-TZVPD basis.

Element x y z (Å)
1 C -2.210 -1.086 -0.237
2 C -0.729 -0.425 -0.203
3 N -0.428 -0.514 -1.468
4 S 1.022 0.217 -2.031
5 C 1.737 0.853 -0.545
6 C 1.421 0.142 0.815
7 C -0.192 0.471 0.950
8 F -0.617 0.198 2.026
9 H -2.375 -1.553 -1.144
10 H -2.924 -0.210 -0.201
11 H -2.276 -1.800 0.581
12 H 1.455 1.864 -0.584
13 H 2.730 0.723 -0.717
14 H 1.629 -1.013 0.605
15 H 2.028 0.593 1.717
16 H -0.270 1.543 0.434

SMILES: CC1=NSCC[C@@H]1F
ΔE to the lowest compared entry with this formula, charge and spin: 68.2 kcal/mol
2S+1: 1
Kohn-Sham gap: 9.01 eV
LUMO energy: 0.8 eV
E_HOMO: -0.3028 Ha

Entry 9:
Here is a structure of composition C31H46N2O6P2V at a distorted geometry from OMol25. Energies are from the ωB97M-V functional and the def2-TZVPD basis.

Element x y z (Å)
1 V 0.447 1.678 0.100
2 C 0.803 1.061 2.049
3 C 1.970 1.718 1.516
4 C 0.189 3.220 1.436
5 C -0.283 2.011 2.046
6 C 1.596 3.047 1.122
7 C 0.730 -0.311 2.561
8 H 1.435 -0.993 2.066
9 H -0.293 -0.681 2.390
10 H 0.890 -0.337 3.646
11 C -1.616 1.751 2.624
12 H -1.994 0.756 2.375
13 H -2.362 2.466 2.262
14 H -1.599 1.811 3.728
15 C -0.658 4.322 0.953
16 H -0.465 5.242 1.510
17 H -1.719 4.059 1.045
18 H -0.422 4.513 -0.106
19 C 2.455 3.962 0.339
20 H 2.965 4.714 0.948
21 H 1.844 4.501 -0.392
22 H 3.237 3.390 -0.176
23 C 3.307 1.092 1.357
24 H 4.056 1.500 2.049
25 H 3.703 1.236 0.350
26 H 3.251 0.018 1.564
27 C -0.827 -2.622 -0.452
28 C 0.281 -3.313 -0.166
29 C 1.710 -3.144 -0.589
30 C 2.077 -2.158 -1.732
31 C 1.928 -0.710 -1.453
32 C 0.816 0.050 -1.769
33 C -0.607 -0.238 -1.311
34 C -1.010 -1.708 -1.615
35 H 2.071 -4.155 -0.874
36 H 1.584 -2.452 -2.678
37 H 2.301 -2.859 0.305
38 H -0.367 -2.062 -2.439
39 H -1.669 -2.664 0.245
40 H 0.168 -4.169 0.510
41 H -2.060 -1.721 -1.941
42 H -0.687 -0.012 -0.210
43 H 0.862 0.752 -2.626
44 H -1.313 0.383 -1.875
45 H 3.166 -2.278 -1.900
46 H 2.852 -0.207 -1.111
47 P -0.337 -1.280 -4.489
48 P -0.080 2.060 -4.609
49 C -0.110 -0.393 -6.088
50 C -0.721 1.004 -6.030
51 H -0.590 -0.984 -6.876
52 H 0.980 -0.373 -6.265
53 H -0.582 1.519 -6.992
54 H -1.809 0.910 -5.862
55 C -0.931 3.586 -5.166
56 H -0.520 4.452 -4.648
57 H -1.986 3.502 -4.900
58 H -0.855 3.746 -6.249
59 C 1.605 2.430 -5.290
60 H 1.591 2.688 -6.360
61 H 2.256 1.558 -5.132
62 H 1.999 3.276 -4.712
63 C -2.071 -1.917 -4.638
64 H -2.308 -2.540 -3.762
65 H -2.165 -2.534 -5.544
66 H -2.780 -1.079 -4.679
67 C 0.503 -2.879 -4.880
68 H 1.456 -2.696 -5.394
69 H -0.147 -3.496 -5.516
70 H 0.709 -3.438 -3.958
71 O -2.606 -3.550 3.486
72 C -2.144 -2.398 3.501
73 O -1.941 -1.576 2.562
74 C -1.759 -1.954 4.933
75 C -2.578 -1.086 5.655
76 C -2.105 -0.505 6.850
77 C -0.874 -0.853 7.399
78 C -0.235 -1.952 6.827
79 C -0.604 -2.441 5.552
80 N 0.641 -2.742 7.666
81 O 1.084 -2.241 8.716
82 O 0.884 -3.912 7.309
83 N -2.946 0.438 7.541
84 O -4.149 0.523 7.222
85 O -2.432 1.122 8.452
86 H -3.582 -0.860 5.303
87 H -0.491 -0.365 8.289
88 H -0.012 -3.230 5.097

net charge: +1
ΔE to the lowest compared entry with this formula, charge and spin: 73.3 kcal/mol
2S+1: 3
Kohn-Sham gap (alpha / beta): 3.83 / 4.70 eV
LUMO energy (alpha / beta): -6.1 / -5.3 eV
E_HOMO (alpha / beta): -0.3660 / -0.3660 Ha

Entry 10:
Here is an isolated molecule of C4H3N3O4S at a distorted geometry from OMol25. Energies are from the ωB97M-V functional and the def2-TZVPD basis.

Element x y z (Å)
1 O 1.340 1.726 -3.204
2 N 1.616 0.683 -3.786
3 O 1.900 0.571 -4.944
4 N 1.615 -0.427 -2.912
5 C 0.986 -0.153 -1.281
6 C -0.255 -0.294 -0.783
7 C -0.182 0.055 0.586
8 C 1.077 0.380 0.995
9 S 2.225 0.419 -0.272
10 N 1.698 -1.804 -3.277
11 O 1.365 -2.591 -2.442
12 O 2.052 -2.019 -4.393
13 H -1.134 -0.598 -1.177
14 H -1.129 -0.016 1.067
15 H 1.290 0.696 1.928

SMILES: O=[N+]([O-])N(c1cccs1)[N+](=O)[O-]
ΔE to the lowest compared entry with this formula, charge and spin: 6.0 kcal/mol
2S+1: 1
Kohn-Sham gap: 9.56 eV
LUMO energy: -0.3 eV
E_HOMO: -0.3621 Ha

Entry 11:
Here is a cluster of 6 separate species, C5H20N2O6 in total at a distorted geometry from OMol25. Energies are from the ωB97M-V functional and the def2-TZVPD basis.

Element x y z (Å)
1 H -1.016 1.564 -2.713
2 N -1.320 0.676 -2.335
3 C -1.386 0.557 -1.082
4 N -1.233 1.567 -0.138
5 C -0.937 1.228 1.255
6 C 0.137 2.125 1.890
7 C 1.554 1.767 1.426
8 C 1.968 0.426 1.955
9 O 2.248 -0.508 1.241
10 H -1.659 -0.403 -0.665
11 H -0.770 2.396 -0.483
12 H -0.675 0.175 1.411
13 H -1.863 1.370 1.835
14 H -0.114 3.160 1.645
15 H 0.046 2.023 2.977
16 H 2.263 2.536 1.740
17 H 1.598 1.789 0.337
18 H 2.023 0.303 3.059
19 O 0.605 -2.237 -2.370
20 H 0.229 -2.788 -1.639
21 H -0.120 -1.791 -2.823
22 O 2.107 -0.048 -1.496
23 H 2.227 -0.260 -0.545
24 H 1.612 -0.848 -1.825
25 O 0.866 2.382 -1.859
26 H 1.278 2.762 -2.624
27 H 1.328 1.502 -1.753
28 O -2.803 -3.416 1.202
29 H -3.442 -4.098 0.939
30 H -3.264 -2.598 0.989
31 O -0.465 -3.774 -0.238
32 H -1.286 -3.678 0.297
33 H 0.262 -3.858 0.392

SMILES: [H]/N=C\NCCCC=O.O.O.O.O.O
ΔE to the lowest compared entry with this formula, charge and spin: 32.9 kcal/mol
2S+1: 1
Kohn-Sham gap: 8.83 eV
LUMO energy: 0.2 eV
E_HOMO: -0.3180 Ha

Entry 12:
Here is a cluster of 2 separate species, C4H9NO in total at a distorted geometry from OMol25. Energies are from the ωB97M-V functional and the def2-TZVPD basis.

Element x y z (Å)
1 C -0.455 0.921 -1.720
2 C 0.075 -0.224 -1.087
3 N -0.560 -0.473 0.300
4 C 0.082 -1.715 0.836
5 C -0.038 0.646 1.034
6 O 0.854 -1.071 -1.494
7 H 0.336 2.105 -0.396
8 H -1.291 1.391 -1.190
9 H -0.086 1.345 -2.631
10 H 1.160 -1.546 0.790
11 H -0.266 -1.796 1.863
12 H -0.168 -2.552 0.181
13 H 0.844 0.400 1.669
14 H -0.719 1.224 1.685
15 H 0.233 1.345 0.160

ΔE to the lowest compared entry with this formula, charge and spin: 145.4 kcal/mol
2S+1: 1
Kohn-Sham gap: 7.69 eV
LUMO energy: -1.0 eV
E_HOMO: -0.3210 Ha

> Which formula does entry 10 have?

C4H3N3O4S